#P
An isolated molecule of C3H3NO2. Source: the Open Molecules 2025 dataset; level of theory: ωB97M-V/def2-TZVPD.

Geometry as XYZ:
```
9
Properties=species:S:1:pos:R:3:mulliken_charge:R:1
N -0.807 2.588 -1.391 -0.302
C -0.373 1.561 -1.068 0.125
C 0.091 0.216 -0.620 0.653
O 0.206 -0.675 -1.429 -0.485
C 0.197 -0.258 0.852 -0.402
O 0.562 -1.597 0.816 -0.487
H -0.807 -0.155 1.287 0.246
H 0.939 0.247 1.479 0.315
H -0.007 -1.928 0.074 0.337
```

Values from the calculation:
SMILES: N#CC(=O)CO
Kohn-Sham gap, eV: 10.532


#Q
An isolated molecule of C3H3NO2. Source: the Open Molecules 2025 dataset; level of theory: ωB97M-V/def2-TZVPD.

Geometry as XYZ:
```
9
Properties=species:S:1:pos:R:3:mulliken_charge:R:1
O -0.722 0.038 2.407 -0.534
C -0.245 0.170 1.316 0.432
N 0.184 -0.789 0.407 -0.063
C 0.669 -0.170 -0.719 -0.129
C 0.697 1.201 -0.428 -0.344
O -0.015 1.395 0.707 -0.184
H 0.051 -1.776 0.566 0.213
H 1.147 -0.721 -1.533 0.438
H 0.128 1.179 -1.520 0.172
```

Values from the calculation:
SMILES: O=c1[nH]cco1
Kohn-Sham gap, eV: 9.734


Quick one: most stable of them? #P


#P
An isolated molecule of C3H3NO2. Source: the Open Molecules 2025 dataset; level of theory: ωB97M-V/def2-TZVPD.

Geometry as XYZ:
```
9
Properties=species:S:1:pos:R:3:mulliken_charge:R:1
C -0.291 1.249 0.006 -0.222
C -0.824 0.079 0.002 -0.289
C 1.222 -1.087 -0.001 0.079
N 1.860 -0.005 0.000 0.095
O 2.987 0.464 0.005 -0.548
O -0.130 -1.125 0.003 -0.323
H -0.087 2.280 0.018 0.437
H -1.882 -0.166 0.006 0.340
H 1.636 -2.087 -0.020 0.431
```

Values from the calculation:
Kohn-Sham gap, eV: 7.252


#Q
An isolated molecule of C3H3NO2. Source: the Open Molecules 2025 dataset; level of theory: ωB97M-V/def2-TZVPD.

Geometry as XYZ:
```
9
Properties=species:S:1:pos:R:3:mulliken_charge:R:1
O -1.997 0.408 0.226 -0.489
C -0.683 0.250 0.069 0.673
C 0.067 -0.924 0.061 -0.538
C 1.345 -0.467 -0.138 -0.182
O 1.341 0.891 -0.240 -0.116
N 0.033 1.355 -0.107 -0.461
H -2.155 1.366 0.174 0.353
H -0.265 -1.942 0.181 0.345
H 2.313 -0.937 -0.227 0.414
```

Values from the calculation:
SMILES: Oc1ccon1
Kohn-Sham gap, eV: 10.692


Quick one: most stable of them? #Q


#P
An isolated molecule of C3H3NO2. Source: the Open Molecules 2025 dataset; level of theory: ωB97M-V/def2-TZVPD.

Geometry as XYZ:
```
9
Properties=species:S:1:pos:R:3:mulliken_charge:R:1
C -0.920 -0.202 0.112 -0.271
O -0.488 0.918 -0.564 -0.319
C 0.905 0.977 -0.576 0.656
O 1.457 1.892 -1.104 -0.460
C 1.513 -0.252 0.159 -0.300
N 0.398 -0.842 0.510 0.008
H 0.185 -1.690 1.009 0.149
H -1.531 0.064 0.995 0.267
H -1.520 -0.864 -0.542 0.268
```

Values from the calculation:
Kohn-Sham gap, eV: 9.683


#Q
An isolated molecule of C3H3NO2. Source: the Open Molecules 2025 dataset; level of theory: ωB97M-V/def2-TZVPD.

Geometry as XYZ:
```
9
Properties=species:S:1:pos:R:3:mulliken_charge:R:1
C -1.411 -0.187 0.140 -0.591
O -0.093 -0.551 -0.282 -0.289
C 0.825 0.404 -0.390 0.652
O 0.668 1.562 -0.655 -0.459
C 2.120 -0.194 -0.013 0.186
N 3.075 -0.673 0.427 -0.313
H -1.725 -1.024 0.763 0.230
H -1.376 0.736 0.722 0.327
H -2.084 -0.074 -0.710 0.257
```

Values from the calculation:
SMILES: COC(=O)C#N
Kohn-Sham gap, eV: 11.889


Quick one: most stable of them? #Q


#P
An isolated molecule of C4H6O2. Source: the Open Molecules 2025 dataset; level of theory: ωB97M-V/def2-TZVPD.

Geometry as XYZ:
```
12
Properties=species:S:1:pos:R:3:mulliken_charge:R:1
C -1.652 -0.234 0.251 -1.089
C -0.382 -0.416 1.076 0.006
C 0.974 -0.060 0.548 -0.588
O 0.833 0.410 -0.694 -0.080
C 2.013 0.673 -1.390 0.260
O 2.866 -0.133 -1.581 -0.379
H -1.825 0.819 0.009 0.284
H -1.602 -0.794 -0.688 0.290
H -2.516 -0.596 0.819 0.361
H -0.241 -1.470 1.363 0.306
H -0.454 0.095 2.048 0.306
H 1.987 1.705 -1.761 0.323
```

Values from the calculation:
Kohn-Sham gap, eV: 9.505


#Q
An isolated molecule of C4H6O2. Source: the Open Molecules 2025 dataset; level of theory: ωB97M-V/def2-TZVPD.

Geometry as XYZ:
```
12
Properties=species:S:1:pos:R:3:mulliken_charge:R:1
C -1.098 0.922 0.003 -0.240
C 0.173 1.353 -0.026 -0.159
O 1.302 0.576 -0.119 -0.372
C 1.034 -0.792 0.266 -0.206
O -0.113 -1.283 -0.365 -0.373
C -1.305 -0.562 0.087 -0.314
H -1.819 1.722 0.224 0.302
H 0.445 2.434 -0.118 0.345
H 1.955 -1.341 -0.096 0.191
H 0.855 -0.857 1.357 0.336
H -1.622 -0.927 1.138 0.215
H -2.143 -0.896 -0.610 0.277
```

Values from the calculation:
SMILES: C1=COCOC1
Kohn-Sham gap, eV: 9.957


Quick one: most stable of them? #Q


#P
An isolated molecule of C4H6O2. Source: the Open Molecules 2025 dataset; level of theory: ωB97M-V/def2-TZVPD.

Geometry as XYZ:
```
12
Properties=species:S:1:pos:R:3:mulliken_charge:R:1
C 1.776 0.810 -1.026 -0.573
C 0.593 -0.365 0.597 -0.456
O 0.547 0.555 -0.334 -0.117
C -0.844 -0.536 1.086 -0.135
C -1.840 -0.609 -0.053 0.043
O -2.446 -1.610 -0.346 -0.460
H 1.703 0.327 -2.003 0.262
H 2.607 0.393 -0.453 0.348
H 1.867 1.890 -1.151 0.228
H -0.924 -1.433 1.704 0.259
H -1.070 0.346 1.706 0.284
H -1.951 0.321 -0.645 0.317
```

Values from the calculation:
Kohn-Sham gap, eV: 9.343


#Q
An isolated molecule of C4H6O2. Source: the Open Molecules 2025 dataset; level of theory: ωB97M-V/def2-TZVPD.

Geometry as XYZ:
```
12
Properties=species:S:1:pos:R:3:mulliken_charge:R:1
C -0.129 0.697 1.417 -1.225
C 0.826 0.417 0.289 0.288
O 1.382 -0.877 0.156 -0.451
C 0.519 -0.413 -0.896 -0.113
C -0.779 -1.020 -1.185 -0.106
O -1.183 -0.549 -2.248 -0.464
H -0.746 1.572 1.180 0.287
H -0.784 -0.159 1.595 0.317
H 0.418 0.914 2.341 0.340
H 1.562 1.206 0.103 0.355
H 0.260 0.001 -2.086 0.362
H -1.347 -1.791 -0.667 0.410
```

Values from the calculation:
SMILES: C[C@H]1O[C@H]1C=O
Kohn-Sham gap, eV: 10.399


Quick one: most stable of them? #P


#P
A structure of composition C4H6O2. Source: the Open Molecules 2025 dataset; level of theory: ωB97M-V/def2-TZVPD.

Geometry as XYZ:
```
12
Properties=species:S:1:pos:R:3:mulliken_charge:R:1
C -1.630 -0.075 0.262 -1.331
C -0.261 -0.206 -0.370 0.428
C 0.900 0.775 -0.055 -0.496
C 1.675 -0.519 0.066 0.554
O 2.804 -0.886 -0.043 -0.538
O 0.553 -1.299 0.166 -0.369
H -1.592 0.043 1.348 0.325
H -2.227 -0.972 0.077 0.330
H -2.176 0.766 -0.185 0.340
H -0.372 -0.402 -1.442 0.266
H 1.304 1.513 -0.754 0.269
H 0.747 1.256 0.916 0.222
```

Values from the calculation:
Kohn-Sham gap, eV: 11.425


#Q
A structure of composition C4H6O2. Source: the Open Molecules 2025 dataset; level of theory: ωB97M-V/def2-TZVPD.

Geometry as XYZ:
```
12
Properties=species:S:1:pos:R:3:mulliken_charge:R:1
O 2.194 -0.120 1.202 -0.484
C 1.717 0.392 0.238 0.187
O 0.428 0.140 -0.355 -0.226
C -0.422 -0.896 0.007 0.012
C -1.321 -1.304 -0.876 -0.691
C 0.059 1.612 0.779 -0.488
H 2.202 0.965 -0.567 0.358
H -0.357 -1.222 1.041 0.413
H -1.360 -0.933 -1.897 0.255
H -2.088 -2.002 -0.564 0.250
H -0.171 2.281 -0.060 0.218
H -0.880 1.089 1.052 0.196
```

Values from the calculation:
Kohn-Sham gap, eV: 9.324


#R
A structure of composition C4H6O2. Source: the Open Molecules 2025 dataset; level of theory: ωB97M-V/def2-TZVPD.

Geometry as XYZ:
```
12
Properties=species:S:1:pos:R:3:mulliken_charge:R:1
O -1.798 0.567 0.492 -0.501
C -0.872 -0.195 -0.218 0.450
C 0.153 0.473 -1.005 -0.876
C 0.216 -0.845 0.549 -0.431
C 1.357 -0.092 0.981 0.043
O 2.406 -0.513 1.432 -0.564
H -2.413 0.938 -0.153 0.327
H -1.306 -0.995 -0.830 0.304
H 0.617 0.050 -1.881 0.284
H 0.290 1.555 -0.874 0.385
H 0.155 -1.924 0.752 0.324
H 1.195 0.980 0.756 0.256
```

Values from the calculation:
Kohn-Sham gap (alpha / beta), eV: 8.522 / 8.523


#S
A structure of composition C4H6O2. Source: the Open Molecules 2025 dataset; level of theory: ωB97M-V/def2-TZVPD.

Geometry as XYZ:
```
12
Properties=species:S:1:pos:R:3:mulliken_charge:R:1
C -0.220 -0.282 1.650 -1.181
C -0.621 -0.222 0.198 -0.143
C 0.132 0.816 -0.570 0.695
O 0.451 1.919 -0.243 -0.491
C 1.098 -0.290 -1.920 -0.448
O 0.144 0.525 -2.096 -0.182
H 0.836 -0.557 1.737 0.325
H -0.350 0.699 2.116 0.291
H -0.811 -1.024 2.195 0.337
H -1.682 0.061 0.123 0.267
H -0.529 -1.206 -0.266 0.322
H 1.550 -0.439 -2.924 0.207
```

Values from the calculation:
Kohn-Sham gap, eV: 9.516


Quick one: most stable of them? #P


#P
An isolated molecule of C5H5NO. Source: the Open Molecules 2025 dataset; level of theory: ωB97M-V/def2-TZVPD.

Geometry as XYZ:
```
12
Properties=species:S:1:pos:R:3:mulliken_charge:R:1
C -2.067 0.643 -1.171 0.243
C -1.350 -0.139 -0.603 -0.425
C -0.502 -1.150 0.047 0.082
O -0.929 -2.172 0.522 -0.519
C 0.892 -0.599 -0.025 0.188
C 0.855 0.815 0.326 -0.654
N 1.805 -0.200 1.007 -0.605
H -2.775 1.252 -1.682 0.412
H 1.403 -0.831 -0.957 0.352
H 0.092 1.180 1.006 0.350
H 1.156 1.564 -0.407 0.278
H 1.420 -0.364 1.939 0.297
```

Values from the calculation:
SMILES: C#CC(=O)[C@H]1CN1
Kohn-Sham gap, eV: 9.845


#Q
An isolated molecule of C5H5NO. Source: the Open Molecules 2025 dataset; level of theory: ωB97M-V/def2-TZVPD.

Geometry as XYZ:
```
12
Properties=species:S:1:pos:R:3:mulliken_charge:R:1
C -1.921 1.689 -0.056 -0.133
C -1.571 0.567 -0.313 -0.542
C -1.065 -0.888 -0.090 0.721
O -1.871 -1.832 0.029 -0.575
C 0.209 -1.309 -0.134 -0.467
C 1.456 -0.587 -0.084 -0.058
N 1.466 0.750 -0.131 -0.393
H -2.428 2.565 0.463 0.313
H 0.081 -2.388 -0.117 0.332
H 2.444 -0.933 0.068 0.383
H 2.458 1.085 0.406 0.275
H 0.742 1.280 -0.042 0.146
```

Values from the calculation:
SMILES: C#CC(=O)/C=C\N
Kohn-Sham gap, eV: 8.571


#R
An isolated molecule of C5H5NO. Source: the Open Molecules 2025 dataset; level of theory: ωB97M-V/def2-TZVPD.

Geometry as XYZ:
```
12
Properties=species:S:1:pos:R:3:mulliken_charge:R:1
O 0.078 -1.114 1.614 -0.534
C -0.981 -0.817 1.028 0.146
C -1.052 0.204 0.077 -0.710
C 0.992 0.642 0.488 -0.652
C 0.211 0.510 -0.720 0.426
C 0.649 -0.491 -1.699 0.066
N 0.998 -1.274 -2.474 -0.411
H -1.892 -1.401 1.234 0.352
H -1.962 0.740 -0.172 0.370
H 1.798 -0.030 0.747 0.271
H 0.866 1.549 1.067 0.309
H 0.044 1.474 -1.208 0.367
```

Values from the calculation:
Kohn-Sham gap (alpha / beta), eV: 7.966 / 7.969


#S
An isolated molecule of C5H5NO. Source: the Open Molecules 2025 dataset; level of theory: ωB97M-V/def2-TZVPD.

Geometry as XYZ:
```
12
Properties=species:S:1:pos:R:3:mulliken_charge:R:1
C 0.663 1.707 -1.475 -0.044
C 0.521 0.983 -0.529 -0.954
C 0.196 -0.408 -0.168 1.005
C 1.437 -1.161 0.054 0.025
N 2.428 -1.742 0.183 -0.400
C -0.826 -0.528 0.964 -0.730
O -1.890 0.364 0.767 -0.486
H 0.765 2.182 -2.413 0.405
H -0.262 -0.798 -1.087 0.172
H -0.319 -0.377 1.925 0.329
H -1.249 -1.533 0.931 0.347
H -1.549 1.263 0.865 0.331
```

Values from the calculation:
SMILES: C#C[C@@H](C#N)CO
Kohn-Sham gap, eV: 11.062


Quick one: most stable of them? #S


#P
An isolated molecule of C5H5NO. Source: the Open Molecules 2025 dataset; level of theory: ωB97M-V/def2-TZVPD.

Geometry as XYZ:
```
12
Properties=species:S:1:pos:R:3:mulliken_charge:R:1
C -2.733 0.905 0.322 0.019
C -1.695 0.437 -0.086 -0.772
C -0.153 -0.459 -0.379 0.065
C 0.736 -0.685 0.773 -0.331
C 1.745 0.212 0.063 0.242
O 2.843 0.656 0.235 -0.580
N 0.860 0.357 -0.948 -0.147
H -3.487 1.519 0.741 0.417
H -0.439 -1.301 -1.019 0.298
H 1.302 -1.579 0.494 0.200
H 0.122 -0.710 1.718 0.391
H 0.898 0.647 -1.913 0.199
```

Values from the calculation:
SMILES: C#C[C@@H]1CC(=O)N1
Kohn-Sham gap, eV: 10.963


#Q
An isolated molecule of C5H5NO. Source: the Open Molecules 2025 dataset; level of theory: ωB97M-V/def2-TZVPD.

Geometry as XYZ:
```
12
Properties=species:S:1:pos:R:3:mulliken_charge:R:1
C 1.458 1.934 0.042 -0.371
C 1.322 0.718 -0.152 -0.037
C 0.796 -0.676 -0.024 0.580
O 1.648 -1.521 0.141 -0.506
C -0.647 -1.033 -0.125 -0.574
C -1.754 -0.436 -0.077 0.272
N -2.047 0.903 -0.013 -0.551
H 2.189 2.894 -0.064 0.287
H -1.015 -2.118 0.000 0.199
H -2.772 -0.766 0.182 0.222
H -3.038 1.155 0.374 0.267
H -1.265 1.646 0.478 0.213
```

Values from the calculation:
SMILES: C#CC(=O)/C=C\N
Kohn-Sham gap, eV: 9.201


Quick one: most stable of them? #P